No. 1
ORCA calculation (ωB97M-V/def2-TZVPD) on C23H26N2O4S as an isolated structure.

Structure (XYZ):
```
56
Properties=species:S:1:pos:R:3:mulliken_charge:R:1
C 5.61 -4.24 3.33 -1.14
H 5.20 -4.28 4.22 0.54
O 4.46 -4.34 2.24 -0.43
C 3.64 -3.40 2.30 0.98
C 3.75 -2.35 3.07 -0.62
C 2.64 -1.43 3.22 -0.56
C 1.67 -1.50 2.37 0.38
C 1.61 -2.76 1.24 -0.16
C 2.65 -3.68 1.35 -1.20
H 2.70 -4.38 0.69 0.67
H 0.68 -2.94 0.67 0.11
C 0.40 -0.78 2.14 -0.29
C 0.43 0.11 0.66 -2.19
C -1.04 0.96 0.79 1.00
O -0.84 2.09 0.89 -0.72
N -2.07 0.41 0.55 0.16
C -2.12 -0.88 0.15 0.13
C -2.78 -1.40 -0.95 0.00
C -3.13 -2.81 -1.37 -1.05
C -2.61 -3.71 -0.23 -0.53
C -1.94 -3.39 0.78 -0.25
C -1.86 -2.00 1.29 0.45
S -1.27 -1.46 2.73 -0.33
H -1.69 -3.99 1.76 0.29
H -2.80 -5.00 -0.71 0.08
H -3.52 -3.07 -2.24 0.63
H -3.03 -0.61 -1.78 0.12
C -3.46 1.13 0.25 -1.63
H -4.13 0.57 0.46 0.93
H -3.31 2.00 1.12 0.38
C -3.40 1.86 -1.11 0.75
O -3.89 1.46 -2.13 -0.59
N -2.59 3.05 -1.07 -0.07
H -1.81 3.20 -0.30 0.33
C -2.17 3.79 -2.27 -1.26
H -3.31 3.66 -2.90 0.20
H -2.07 4.75 -2.17 0.56
C -1.07 3.35 -2.79 0.50
C 0.23 3.23 -2.12 -0.16
H 0.50 2.17 -1.69 -0.04
C 1.29 4.11 -2.99 -0.28
H 1.99 4.52 -2.23 0.39
C 0.47 4.75 -3.89 -0.82
H 0.97 5.06 -4.90 0.32
H 0.12 5.58 -3.44 0.37
O -0.77 4.12 -4.29 -0.48
H 1.86 3.32 -3.69 0.21
H 0.15 4.03 -1.32 0.24
H -1.33 2.12 -3.44 0.16
H 0.21 -0.78 0.12 0.54
H 1.11 0.66 0.59 1.35
H 0.51 0.12 2.88 0.50
H 2.38 -0.59 3.69 0.58
H 4.37 -2.09 4.03 0.23
H 6.28 -5.00 3.11 0.30
H 6.09 -3.30 3.34 0.40
```

Properties
Relative energy (zero: lowest compared OMol25 entry of this formula, charge and spin) ... 1985.64 kJ/mol
Kohn-Sham gap ... 7.54 eV
Electronic energy ... -1699.95551 a.u.
E_HOMO ... -8.06 eV
Multiplicity ... 1

---

No. 2
ORCA calculation (ωB97M-V/def2-TZVPD) on one molecule with the formula C2H4OS2.

Structure (XYZ):
```
9
Properties=species:S:1:pos:R:3:mulliken_charge:R:1
C 1.46 -0.15 -0.32 -0.51
C 0.31 0.53 -0.31 -0.16
S -1.21 -0.27 0.17 0.57
O -1.28 -1.66 -0.18 -0.54
S -2.68 0.86 0.01 -0.29
H 2.41 0.31 -0.23 0.29
H 1.35 -1.25 -0.24 0.25
H 0.29 1.82 -0.33 0.24
H -0.64 -0.19 1.44 0.16
```

Properties
Relative energy (zero: lowest compared OMol25 entry of this formula, charge and spin) ... 288.94 kJ/mol
SMILES ... C=C[S@H](=O)=S
Kohn-Sham gap ... 9.77 eV
Electronic energy ... -950.09864 a.u.
E_HOMO ... -9.76 eV
Multiplicity ... 1

---

No. 3
ORCA calculation (ωB97M-V/def2-TZVPD) on a 2-piece molecular cluster, C4H8N3O2PS overall.

Structure (XYZ):
```
19
Properties=species:S:1:pos:R:3:mulliken_charge:R:1
C 1.30 -2.44 0.01 -0.83
O 0.44 -1.29 0.37 -0.20
P -0.72 -0.85 -0.76 0.11
S -2.26 -2.07 0.16 -0.31
C -1.19 0.88 -0.08 0.40
C -0.95 1.51 1.17 -0.01
N -1.51 2.67 1.16 -0.61
N -2.08 2.75 -0.05 0.25
N -2.00 1.68 -0.74 -0.57
H 2.33 -2.21 0.08 0.26
H 1.09 -2.84 -0.93 0.41
H 1.07 -3.00 0.91 0.29
H -3.27 -2.00 -0.78 0.16
H -0.62 1.14 2.13 0.43
H -2.53 3.60 -0.39 0.23
C 2.77 0.62 -0.59 -0.01
O 3.66 0.19 0.06 -0.38
H 2.05 1.58 -0.24 0.15
H 2.42 0.08 -1.51 0.24
```

Properties
Relative energy (zero: lowest compared OMol25 entry of this formula, charge and spin) ... 241.39 kJ/mol
SMILES ... COP(S)c1cn[nH]n1.C=O
Kohn-Sham gap ... 9.55 eV
Electronic energy ... -1211.42558 a.u.
E_HOMO ... -9.01 eV
Multiplicity ... 1

---

No. 4
ORCA calculation (ωB97M-V/def2-TZVPD) on one molecule with the formula C4H6IP.

Structure (XYZ):
```
12
Properties=species:S:1:pos:R:3:mulliken_charge:R:1
C 0.08 0.79 0.91 0.10
C -0.70 1.83 0.77 -0.84
C 0.10 -0.42 0.10 -0.46
C -0.53 -0.80 -1.34 -0.71
P -2.08 -0.05 -1.76 -0.04
I -3.54 -1.32 -0.21 -0.10
H 0.76 0.89 1.76 0.32
H -1.12 2.82 0.93 0.35
H 1.09 -0.72 -0.09 0.34
H -0.26 -1.20 0.85 0.25
H 0.21 -0.53 -2.10 0.40
H -0.66 -1.88 -1.54 0.39
```

Properties
Relative energy (zero: lowest compared OMol25 entry of this formula, charge and spin) ... 421.40 kJ/mol
Kohn-Sham gap (spin up / spin down) ... 7.28 / 8.10 eV
Electronic energy ... -794.90622 a.u.
E_HOMO (spin up / spin down) ... -8.23 / -7.96 eV
Multiplicity ... 1